Below is a 17-piece molecular cluster, C68H170O34 overall at a distorted geometry, with properties calculated with wB97M-V/def2-TZVPD.

The frontier orbital gap is 9.7 eV. The LUMO energy is 0.36 eV. The value obtained for the highest occupied orbital energy is -0.3423 Eh. The spin multiplicity is 1.

Bonds (Å) are listed after each position.
Atoms and positions in Å:
1 C 0.956 -0.230 -7.491  O2 1.392, H7 1.090, H8 1.090, H9 1.090
2 O -0.423 -0.066 -7.570  C1 1.392, C3 1.436
3 C -1.158 -0.933 -6.692  O2 1.436, C4 1.527, H10 1.090, H11 1.090
4 C -1.843 -0.238 -5.518  C3 1.527, O5 1.420, H12 1.090, H13 1.090
5 O -2.685 -1.150 -4.827  C4 1.420, C6 1.469
6 C -3.411 -0.559 -3.695  O5 1.469, H14 1.090, H15 1.090, H16 1.090
7 H 1.244 -0.046 -6.456  C1 1.090
8 H 1.404 0.424 -8.240  C1 1.090
9 H 1.182 -1.217 -7.893  C1 1.090
10 H -0.504 -1.661 -6.213  C3 1.090
11 H -1.970 -1.429 -7.225  C3 1.090
12 H -2.500 0.532 -5.922  C4 1.090
13 H -1.203 0.335 -4.848  C4 1.090
14 H -4.150 -1.336 -3.502  C6 1.090
15 H -3.955 0.371 -3.861  C6 1.090
16 H -2.705 -0.315 -2.901  C6 1.090
17 C 2.038 8.498 1.252  O18 1.445, H23 1.090, H24 1.090, H25 1.090
18 O 2.755 9.746 1.380  C17 1.445, C19 1.437
19 C 2.476 10.530 2.552  O18 1.437, C20 1.562, H26 1.090, H27 1.090
20 C 3.711 11.459 2.781  C19 1.562, O21 1.442, H28 1.090, H29 1.090
21 O 3.720 12.376 1.668  C20 1.442, C22 1.401
22 C 4.463 13.538 1.915  O21 1.401, H30 1.090, H31 1.090, H32 1.090
23 H 1.520 8.351 0.304  C17 1.090
24 H 1.282 8.414 2.032  C17 1.090
25 H 2.868 7.802 1.375  C17 1.090
26 H 2.439 9.827 3.384  C19 1.090
27 H 1.465 10.930 2.623  C19 1.090
28 H 4.579 10.801 2.773  C20 1.090
29 H 3.613 12.056 3.688  C20 1.090
30 H 5.442 13.262 2.306  C22 1.090
31 H 3.867 14.234 2.506  C22 1.090
32 H 4.654 14.117 1.012  C22 1.090
33 C -2.182 -5.183 1.656  O34 1.427, H39 1.090, H40 1.090, H41 1.090
34 O -0.757 -5.134 1.592  C33 1.427, C35 1.436
35 C -0.216 -6.462 1.508  O34 1.436, C36 1.522, H42 1.090, H43 1.090
36 C -0.182 -7.257 2.805  C35 1.522, O37 1.397, H44 1.090, H45 1.090
37 O 0.662 -6.636 3.729  C36 1.397, C38 1.412
38 C 0.065 -6.487 5.000  O37 1.412, H46 1.090, H47 1.090, H48 1.090
39 H -2.637 -4.238 1.359  C33 1.090
40 H -2.611 -5.599 2.568  C33 1.090
41 H -2.671 -5.923 1.022  C33 1.090
42 H 0.812 -6.410 1.152  C35 1.090
43 H -0.817 -7.001 0.775  C35 1.090
44 H 0.049 -8.294 2.564  C36 1.090
45 H -1.224 -7.353 3.108  C36 1.090
46 H 0.860 -6.187 5.683  C38 1.090
47 H -0.280 -7.443 5.393  C38 1.090
48 H -0.697 -5.708 5.048  C38 1.090
49 C -3.884 1.069 3.069  O50 1.404, H55 1.090, H56 1.090, H57 1.090
50 O -3.932 1.671 4.337  C49 1.404, C51 1.395
51 C -3.818 3.057 4.227  O50 1.395, C52 1.526, H58 1.090, H59 1.090
52 C -3.992 3.807 5.545  C51 1.526, O53 1.382, H60 1.090, H61 1.090
53 O -5.288 3.872 6.021  C52 1.382, C54 1.461
54 C -5.449 4.419 7.365  O53 1.461, H62 1.090, H63 1.090, H64 1.090
55 H -4.610 1.485 2.371  C49 1.090
56 H -4.111 0.003 3.043  C49 1.090
57 H -2.869 1.088 2.670  C49 1.090
58 H -4.519 3.448 3.490  C51 1.090
59 H -2.820 3.209 3.816  C51 1.090
60 H -3.668 4.819 5.304  C52 1.090
61 H -3.265 3.454 6.277  C52 1.090
62 H -5.276 3.648 8.115  C54 1.090
63 H -6.520 4.595 7.475  C54 1.090
64 H -4.847 5.262 7.704  C54 1.090
65 C -0.122 4.149 0.946  O66 1.420, H71 1.090, H72 1.090, H73 1.090
66 O 0.242 2.816 1.277  C65 1.420, C67 1.390
67 C -0.042 2.103 0.118  O66 1.390, C68 1.552, H74 1.090, H75 1.090
68 C -0.290 0.616 0.491  C67 1.552, O69 1.427, H76 1.090, H77 1.090
69 O 0.200 -0.288 -0.498  C68 1.427, C70 1.449
70 C 0.500 -1.632 -0.045  O69 1.449, H78 1.090, H79 1.090, H80 1.090
71 H -1.131 4.160 0.535  C65 1.090
72 H 0.628 4.652 0.336  C65 1.090
73 H -0.044 4.655 1.909  C65 1.090
74 H 0.840 2.058 -0.521  C67 1.090
75 H -0.885 2.318 -0.539  C67 1.090
76 H -1.342 0.541 0.765  C68 1.090
77 H 0.172 0.460 1.466  C68 1.090
78 H 0.934 -2.379 -0.710  C70 1.090
79 H -0.387 -2.044 0.435  C70 1.090
80 H 1.104 -1.538 0.857  C70 1.090
81 C 2.312 -7.921 -1.613  O82 1.444, H87 1.090, H88 1.090, H89 1.090
82 O 1.759 -8.390 -0.363  C81 1.444, C83 1.455
83 C 1.765 -9.839 -0.232  O82 1.455, C84 1.600, H90 1.090, H91 1.090
84 C 3.171 -10.592 -0.097  C83 1.600, O85 1.465, H92 1.090, H93 1.090
85 O 4.024 -10.351 -1.262  C84 1.465, C86 1.397
86 C 3.628 -10.900 -2.485  O85 1.397, H94 1.090, H95 1.090, H96 1.090
87 H 3.393 -8.008 -1.715  C81 1.090
88 H 1.969 -6.887 -1.633  C81 1.090
89 H 1.858 -8.468 -2.439  C81 1.090
90 H 1.193 -10.245 -1.066  C83 1.090
91 H 1.074 -9.934 0.605  C83 1.090
92 H 2.966 -11.659 -0.003  C84 1.090
93 H 3.745 -10.182 0.734  C84 1.090
94 H 2.587 -10.596 -2.585  C86 1.090
95 H 3.670 -11.989 -2.470  C86 1.090
96 H 4.247 -10.467 -3.270  C86 1.090
97 C -3.008 -0.161 9.214  O98 1.389, H103 1.090, H104 1.090, H105 1.090
98 O -2.621 -0.338 7.893  C97 1.389, C99 1.414
99 C -1.913 0.771 7.375  O98 1.414, C100 1.573, H106 1.090, H107 1.090
100 C -0.373 0.899 7.665  C99 1.573, O101 1.423, H108 1.090, H109 1.090
101 O 0.430 1.629 6.744  C100 1.423, C102 1.447
102 C 0.347 1.146 5.383  O101 1.447, H110 1.090, H111 1.090, H112 1.090
103 H -3.580 0.767 9.193  C97 1.090
104 H -2.121 -0.085 9.843  C97 1.090
105 H -3.728 -0.852 9.652  C97 1.090
106 H -2.407 1.727 7.550  C99 1.090
107 H -2.053 0.917 6.304  C99 1.090
108 H 0.126 0.037 8.108  C100 1.090
109 H -0.193 1.524 8.539  C100 1.090
110 H 0.846 0.189 5.537  C102 1.090
111 H 0.991 1.725 4.721  C102 1.090
112 H -0.650 1.135 4.943  C102 1.090
113 C 2.611 2.170 10.965  O114 1.416, H119 1.090, H120 1.090, H121 1.090
114 O 2.374 3.453 10.413  C113 1.416, C115 1.443
115 C 2.868 3.565 9.062  O114 1.443, C116 1.588, H122 1.090, H123 1.090
116 C 1.882 4.640 8.435  C115 1.588, O117 1.436, H124 1.090, H125 1.090
117 O 2.507 5.515 7.484  C116 1.436, C118 1.357
118 C 2.550 5.071 6.202  O117 1.357, H126 1.090, H127 1.090, H128 1.090
119 H 1.845 1.524 10.537  C113 1.090
120 H 2.559 2.164 12.053  C113 1.090
121 H 3.481 1.774 10.441  C113 1.090
122 H 2.735 2.739 8.364  C115 1.090
123 H 3.890 3.922 8.936  C115 1.090
124 H 1.488 5.348 9.165  C116 1.090
125 H 0.936 4.298 8.014  C116 1.090
126 H 3.303 4.284 6.152  C118 1.090
127 H 2.871 5.979 5.692  C118 1.090
128 H 1.545 5.027 5.783  C118 1.090
129 C -5.458 4.151 -4.692  O130 1.423, H135 1.090, H136 1.090, H137 1.090
130 O -4.567 3.062 -4.479  C129 1.423, C131 1.521
131 C -3.085 3.336 -4.683  O130 1.521, C132 1.522, H138 1.090, H139 1.090
132 C -2.405 3.465 -3.328  C131 1.522, O133 1.427, H140 1.090, H141 1.090
133 O -2.767 4.653 -2.624  C132 1.427, C134 1.479
134 C -2.139 5.897 -3.118  O133 1.479, H142 1.090, H143 1.090, H144 1.090
135 H -5.395 4.423 -5.746  C129 1.090
136 H -5.346 5.005 -4.025  C129 1.090
137 H -6.479 3.887 -4.418  C129 1.090
138 H -2.893 4.178 -5.348  C131 1.090
139 H -2.674 2.481 -5.220  C131 1.090
140 H -1.351 3.376 -3.591  C132 1.090
141 H -2.601 2.528 -2.807  C132 1.090
142 H -2.421 5.950 -4.170  C134 1.090
143 H -1.053 5.800 -3.123  C134 1.090
144 H -2.466 6.805 -2.613  C134 1.090
145 C 0.715 -3.602 -10.170  O146 1.379, H151 1.090, H152 1.090, H153 1.090
146 O -0.467 -3.876 -9.516  C145 1.379, C147 1.482
147 C -0.499 -5.226 -8.905  O146 1.482, C148 1.505, H154 1.090, H155 1.090
148 C 0.568 -5.474 -7.873  C147 1.505, O149 1.480, H156 1.090, H157 1.090
149 O 0.536 -4.486 -6.771  C148 1.480, C150 1.417
150 C -0.645 -4.555 -5.991  O149 1.417, H158 1.090, H159 1.090, H160 1.090
151 H 1.431 -3.612 -9.348  C145 1.090
152 H 0.596 -2.700 -10.771  C145 1.090
153 H 1.081 -4.364 -10.857  C145 1.090
154 H -0.607 -5.983 -9.683  C147 1.090
155 H -1.463 -5.206 -8.397  C147 1.090
156 H 1.578 -5.419 -8.278  C148 1.090
157 H 0.477 -6.509 -7.544  C148 1.090
158 H -0.668 -5.585 -5.633  C150 1.090
159 H -1.635 -4.363 -6.405  C150 1.090
160 H -0.445 -3.876 -5.163  C150 1.090
161 C -4.098 -3.832 -1.714  O162 1.439, H167 1.090, H168 1.090, H169 1.090
162 O -3.863 -5.082 -2.388  C161 1.439, C163 1.470
163 C -2.450 -5.426 -2.604  O162 1.470, C164 1.498, H170 1.090, H171 1.090
164 C -2.189 -6.847 -2.996  C163 1.498, O165 1.391, H172 1.090, H173 1.090
165 O -2.379 -7.239 -4.317  C164 1.391, C166 1.445
166 C -3.599 -6.769 -4.932  O165 1.445, H174 1.090, H175 1.090, H176 1.090
167 H -3.277 -3.117 -1.758  C161 1.090
168 H -4.606 -4.173 -0.812  C161 1.090
169 H -4.924 -3.330 -2.218  C161 1.090
170 H -1.871 -5.143 -1.724  C163 1.090
171 H -2.110 -4.725 -3.366  C163 1.090
172 H -2.629 -7.547 -2.286  C164 1.090
173 H -1.134 -7.043 -2.804  C164 1.090
174 H -3.857 -5.711 -4.988  C166 1.090
175 H -4.495 -7.252 -4.543  C166 1.090
176 H -3.467 -6.988 -5.992  C166 1.090
177 C 3.618 -2.689 4.452  O178 1.460, H183 1.090, H184 1.090, H185 1.090
178 O 4.048 -3.410 3.257  C177 1.460, C179 1.438
179 C 3.053 -3.619 2.240  O178 1.438, C180 1.538, H186 1.090, H187 1.090
180 C 3.614 -4.126 0.901  C179 1.538, O181 1.438, H188 1.090, H189 1.090
181 O 4.616 -3.314 0.263  C180 1.438, C182 1.435
182 C 4.099 -2.138 -0.378  O181 1.435, H190 1.090, H191 1.090, H192 1.090
183 H 2.988 -1.814 4.296  C177 1.090
184 H 4.530 -2.374 4.960  C177 1.090
185 H 3.252 -3.442 5.150  C177 1.090
186 H 2.451 -2.731 2.045  C179 1.090
187 H 2.252 -4.271 2.585  C179 1.090
188 H 2.800 -4.205 0.181  C180 1.090
189 H 4.030 -5.099 1.162  C180 1.090
190 H 4.807 -1.833 -1.149  C182 1.090
191 H 3.919 -1.355 0.359  C182 1.090
192 H 3.177 -2.383 -0.904  C182 1.090
193 C 3.968 -7.973 -8.319  O194 1.386, H199 1.090, H200 1.090, H201 1.090
194 O 3.383 -7.722 -7.088  C193 1.386, C195 1.378
195 C 4.227 -7.871 -6.009  O194 1.378, C196 1.524, H202 1.090, H203 1.090
196 C 3.633 -7.574 -4.637  C195 1.524, O197 1.383, H204 1.090, H205 1.090
197 O 3.515 -6.283 -4.155  C196 1.383, C198 1.429
198 C 2.823 -5.355 -4.993  O197 1.429, H206 1.090, H207 1.090, H208 1.090
199 H 3.314 -7.796 -9.173  C193 1.090
200 H 4.482 -8.930 -8.221  C193 1.090
201 H 4.759 -7.262 -8.559  C193 1.090
202 H 5.123 -7.256 -6.090  C195 1.090
203 H 4.564 -8.908 -6.013  C195 1.090
204 H 4.241 -8.122 -3.918  C196 1.090
205 H 2.609 -7.947 -4.670  C196 1.090
206 H 2.357 -5.784 -5.880  C198 1.090
207 H 3.415 -4.552 -5.430  C198 1.090
208 H 2.042 -4.825 -4.448  C198 1.090
209 C -0.818 6.206 4.475  O210 1.369, H215 1.090, H216 1.090, H217 1.090
210 O -1.683 5.906 3.457  C209 1.369, C211 1.415
211 C -2.355 7.057 2.982  O210 1.415, C212 1.551, H218 1.090, H219 1.090
212 C -2.994 6.770 1.598  C211 1.551, O213 1.455, H220 1.090, H221 1.090
213 O -4.069 5.797 1.719  C212 1.455, C214 1.429
214 C -4.540 5.292 0.468  O213 1.429, H222 1.090, H223 1.090, H224 1.090
215 H -0.043 6.967 4.392  C209 1.090
216 H -0.282 5.283 4.697  C209 1.090
217 H -1.342 6.457 5.398  C209 1.090
218 H -1.813 7.988 2.818  C211 1.090
219 H -3.157 7.479 3.588  C211 1.090
220 H -2.258 6.404 0.881  C212 1.090
221 H -3.411 7.674 1.155  C212 1.090
222 H -5.371 4.602 0.618  C214 1.090
223 H -3.795 4.823 -0.175  C214 1.090
224 H -4.992 6.140 -0.046  C214 1.090
225 C -5.618 1.239 -1.763  O226 1.408, H231 1.090, H232 1.090, H233 1.090
226 O -6.117 0.519 -0.661  C225 1.408, C227 1.397
227 C -5.688 -0.810 -0.707  O226 1.397, C228 1.566, H234 1.090, H235 1.090
228 C -5.898 -1.318 0.759  C227 1.566, O229 1.367, H236 1.090, H237 1.090
229 O -7.131 -1.809 1.086  C228 1.367, C230 1.480
230 C -8.220 -0.808 1.118  O229 1.480, H238 1.090, H239 1.090, H240 1.090
231 H -4.540 1.360 -1.661  C225 1.090
232 H -6.097 2.199 -1.955  C225 1.090
233 H -5.860 0.678 -2.666  C225 1.090
234 H -4.663 -0.906 -1.064  C227 1.090
235 H -6.275 -1.387 -1.421  C227 1.090
236 H -5.595 -0.590 1.512  C228 1.090
237 H -5.138 -2.100 0.775  C228 1.090
238 H -7.806 -0.142 1.876  C230 1.090
239 H -9.086 -1.299 1.562  C230 1.090
240 H -8.523 -0.168 0.289  C230 1.090
241 C 2.234 0.976 -2.941  O242 1.392, H247 1.090, H248 1.090, H249 1.090
242 O 1.693 2.232 -3.205  C241 1.392, C243 1.414
243 C 2.692 3.172 -3.548  O242 1.414, C244 1.521, H250 1.090, H251 1.090
244 C 2.138 4.539 -3.177  C243 1.521, O245 1.502, H252 1.090, H253 1.090
245 O 1.194 4.986 -4.256  C244 1.502, C246 1.446
246 C 1.386 6.403 -4.468  O245 1.446, H254 1.090, H255 1.090, H256 1.090
247 H 2.782 1.106 -2.008  C241 1.090
248 H 2.825 0.641 -3.793  C241 1.090
249 H 1.434 0.241 -2.853  C241 1.090
250 H 2.917 3.113 -4.613  C243 1.090
251 H 3.632 2.895 -3.070  C243 1.090
252 H 2.815 5.356 -2.924  C244 1.090
253 H 1.673 4.610 -2.193  C244 1.090
254 H 2.312 6.698 -4.960  C246 1.090
255 H 1.314 6.950 -3.529  C246 1.090
256 H 0.437 6.702 -4.915  C246 1.090
257 C 6.345 5.149 0.310  O258 1.450, H263 1.090, H264 1.090, H265 1.090
258 O 5.629 4.308 1.248  C257 1.450, C259 1.447
259 C 6.428 3.266 1.857  O258 1.447, C260 1.508, H266 1.090, H267 1.090
260 C 5.594 2.345 2.711  C259 1.508, O261 1.398, H268 1.090, H269 1.090
261 O 5.036 1.378 1.870  C260 1.398, C262 1.427
262 C 3.675 1.523 1.469  O261 1.427, H270 1.090, H271 1.090, H272 1.090
263 H 6.706 4.673 -0.602  C257 1.090
264 H 7.204 5.542 0.854  C257 1.090
265 H 5.755 6.017 0.015  C257 1.090
266 H 7.112 3.614 2.632  C259 1.090
267 H 7.003 2.776 1.071  C259 1.090
268 H 5.035 2.935 3.437  C260 1.090
269 H 6.109 1.899 3.562  C260 1.090
270 H 3.148 2.026 2.279  C262 1.090
271 H 3.362 0.524 1.164  C262 1.090
272 H 3.589 2.185 0.607  C262 1.090